The following is a quantum chemistry calculation of C16H34AlF3IO8 as an isolated structure, from OMol25.

```
63
Properties=species:S:1:pos:R:3:forces:R:3
O -2.872454 2.340515 1.542272 2.1 -4.4 -1.9
C -2.117286 1.380679 1.225005 0.5 5.0 2.5
I -2.832050 -0.563435 0.438115 0.1 0.7 0.2
C -0.557112 1.509698 1.421491 -1.3 -1.5 0.5
Al 0.522719 1.724969 -0.338590 0.2 -0.1 -0.5
C 2.428594 1.017178 0.118371 -1.4 0.9 1.4
O 3.109957 0.458585 -1.063748 2.1 -2.7 2.0
C 3.899911 -0.616581 -0.622956 0.1 1.5 -1.3
F 4.647082 -0.300662 0.528522 -1.5 -1.2 -1.9
F 4.864467 -0.929964 -1.598570 -2.0 0.3 1.7
F 3.112093 -1.766549 -0.416692 1.7 2.1 0.0
H -0.249560 2.378380 2.089331 -1.0 -1.0 -0.7
H -0.208807 0.516022 1.876683 -0.4 1.3 -0.7
H 0.565821 3.269538 -0.774963 0.1 0.2 0.2
H -0.128101 0.905036 -1.557185 0.0 -0.2 0.1
H 3.020944 1.887224 0.573717 -0.3 -1.5 -0.7
H 2.246007 0.217639 0.920334 0.6 1.0 -1.1
C 3.955171 -8.891626 3.017376 0.3 0.1 -0.3
O 3.862365 -8.006952 1.916434 -0.4 -0.2 0.4
C 2.569802 -7.958026 1.324987 0.3 0.4 -0.2
C 2.034129 -6.530928 1.210393 -0.1 0.1 -0.1
O 1.794365 -5.842285 2.434017 0.2 -0.1 0.0
C 2.918615 -5.501630 3.242335 0.0 0.1 0.1
C 3.923137 -4.522672 2.635456 0.1 -0.4 -0.1
O 4.621323 -5.090701 1.534695 -0.4 0.1 0.1
C 4.662133 -4.268196 0.382178 0.2 -0.2 0.0
H 4.226160 -9.891575 2.666273 -0.1 -0.1 0.1
H 4.744700 -8.527734 3.678776 0.0 0.0 -0.1
H 3.025656 -8.935947 3.592320 0.0 0.0 0.0
H 1.852137 -8.580516 1.867367 0.1 0.0 0.1
H 2.669616 -8.367419 0.312417 -0.2 0.0 -0.1
H 1.057742 -6.596232 0.719296 0.0 0.0 0.2
H 2.647990 -5.925780 0.545154 0.2 -0.1 0.1
H 3.414924 -6.401914 3.603596 0.2 0.0 -0.2
H 2.498077 -5.022876 4.132321 -0.1 0.1 -0.1
H 4.670482 -4.275105 3.398589 -0.2 0.1 0.2
H 3.407695 -3.598682 2.354288 0.0 0.0 -0.1
H 3.777340 -3.638783 0.289133 0.1 -0.1 0.1
H 4.703713 -4.917902 -0.495849 0.1 0.0 0.1
H 5.564173 -3.645203 0.402853 -0.1 0.1 -0.1
C -3.038252 7.997834 -0.938825 -0.3 0.0 0.0
O -3.896092 7.424150 -1.908593 0.5 -0.1 0.1
C -3.239711 7.069989 -3.118953 -0.5 -0.2 0.0
C -3.493983 5.615922 -3.516681 0.1 -0.2 0.0
O -2.986789 4.619987 -2.636970 -0.2 0.3 -0.1
C -3.570052 4.509716 -1.338400 0.0 -0.1 0.2
C -5.046434 4.117308 -1.286738 0.3 0.3 0.1
O -5.891228 5.140383 -1.812455 0.1 -0.3 -0.4
C -6.845682 4.684933 -2.747113 0.0 0.3 0.3
H -2.998031 9.082578 -1.076395 0.2 0.1 0.1
H -3.453822 7.785967 0.048708 0.0 0.0 -0.1
H -2.029461 7.577730 -0.978392 0.0 0.0 0.0
H -2.163277 7.255911 -3.065910 0.0 -0.1 0.1
H -3.652856 7.716393 -3.903574 0.1 -0.1 -0.2
H -2.977145 5.451555 -4.468266 0.1 0.0 0.1
H -4.547654 5.438298 -3.729732 -0.1 0.2 0.2
H -3.382743 5.412946 -0.759543 -0.2 0.1 0.0
H -3.007155 3.719459 -0.833835 -0.1 0.0 -0.2
H -5.331794 3.972535 -0.239188 0.2 -0.2 0.0
H -5.188555 3.166508 -1.810695 0.0 0.1 -0.1
H -6.488517 3.824796 -3.321906 0.0 0.0 0.1
H -7.045214 5.497476 -3.450744 0.0 0.0 0.1
H -7.779223 4.428041 -2.231339 0.0 -0.1 -0.2
```
Forces are in eV/Å.

The highest occupied orbital energy is -0.2097 hartree. For the total energy, the calculation gives -2071.5696 Ha. The relative energy (zero: lowest compared OMol25 entry of this formula, charge and spin) is 1.9700 eV. Its charge is -1. Its multiplicity is 1.

Mulliken population analysis, charges in e, atoms 1 to 8:
1 O -0.581
2 C 0.183
3 I -0.088
4 C -0.547
5 Al 0.123
6 C -0.367
7 O -0.284
8 C 0.879



The following is a quantum chemistry calculation of C16H34BCl2N6NaO5PS as an isolated structure, from OMol25.

```
67
Properties=species:S:1:pos:R:3:forces:R:3
C -4.506683 4.533452 -2.262367 0.1 -0.6 0.9
C -3.839312 3.942806 -3.068310 0.7 -0.4 -0.9
C -2.949289 3.132683 -3.998815 -1.1 0.2 0.6
C -2.766588 1.756668 -3.340229 0.0 2.2 -1.7
C -3.269819 0.540585 -3.739007 1.8 1.5 2.0
O -4.057934 0.245972 -4.815228 0.1 -0.4 0.4
N -2.794271 -0.318580 -2.722788 -0.6 -0.2 -0.8
C -2.065337 0.358800 -1.828229 0.3 0.3 0.6
B -1.406183 -0.375567 -0.548369 2.0 -1.2 1.9
N -0.056780 -0.943748 -0.593406 -1.6 0.5 -0.9
O -2.090696 -0.528975 0.626056 -1.3 0.9 -1.7
N -2.003922 1.666389 -2.181191 -1.2 -3.0 -0.3
C -1.268789 2.694514 -1.437319 -0.1 1.8 0.5
C -0.211477 3.440050 -2.309128 0.4 -0.5 0.4
C 0.450105 2.526557 -3.404200 0.8 0.8 0.7
C 0.970301 3.424770 -4.573492 -0.2 -0.5 1.4
S 0.485477 2.882252 -6.246718 2.7 4.1 -3.2
O 1.691778 2.764025 -7.018710 -0.2 -1.6 1.1
O -0.378263 3.838028 -6.889745 -1.4 -1.1 1.6
Cl -0.424314 0.996320 -6.266886 -0.3 -0.6 0.4
H -5.016339 4.818690 -1.342674 0.2 0.2 -1.0
H -1.997507 3.675943 -4.166490 -0.5 -0.5 0.2
H -3.422854 3.018954 -4.994243 0.1 0.0 0.6
H -3.525685 -0.087825 -5.545819 -0.7 0.7 1.4
H -2.973772 -1.314325 -2.636485 0.0 0.2 0.0
H -0.076246 -1.857504 -0.120133 0.4 0.4 0.2
H 0.526245 -0.327049 0.006969 0.4 -0.1 0.1
H -2.973149 -0.118751 0.586602 0.2 -0.3 0.5
H -0.821205 2.324649 -0.485918 -0.3 -0.5 -0.9
H -2.020344 3.451159 -1.112357 0.4 -0.6 -0.2
H -0.634455 4.388604 -2.700007 0.1 -0.7 0.0
H 0.607571 3.752082 -1.621318 -0.7 -0.1 -0.4
H 1.351074 2.082420 -2.924318 -0.7 0.0 -0.4
H -0.176760 1.674595 -3.724401 0.2 0.7 0.0
H 2.078782 3.494887 -4.533745 -0.7 -0.4 -0.7
H 0.619214 4.477156 -4.472730 -0.2 -0.8 -0.5
O 1.201832 -3.221406 1.674056 1.3 3.2 -2.2
P 1.588398 -2.305818 2.838467 -2.3 -4.2 5.1
N 2.807038 -3.371304 3.445857 0.9 -0.7 -0.8
C 3.146313 -3.684724 4.813904 0.0 0.8 0.5
C 3.984301 -3.505963 2.591349 -0.2 -0.1 -0.4
N 0.046921 -2.511228 3.645246 -0.6 -0.1 0.7
C -0.179445 -3.551058 4.632248 0.4 0.0 0.2
C -1.042633 -2.496711 2.702383 -0.2 0.2 -0.3
N 1.968191 -1.060990 3.938829 1.5 0.4 -1.4
C 3.176271 -0.320422 3.627512 1.0 -0.5 0.6
C 1.416167 -0.756773 5.232767 -0.9 0.4 0.1
H 3.760772 -2.908554 5.293666 0.0 0.0 0.1
H 3.714945 -4.617834 4.856795 0.1 0.1 -0.3
H 2.277680 -3.868365 5.439164 -0.1 0.2 -0.1
H 4.639823 -2.629033 2.668688 0.2 -0.1 0.0
H 3.696961 -3.620873 1.544222 -0.1 0.1 0.1
H 4.570231 -4.392440 2.848348 -0.1 0.0 0.2
H 0.123378 -4.544111 4.273439 0.0 -0.1 0.1
H -1.235386 -3.598732 4.913085 -0.1 0.1 -0.3
H 0.330285 -3.333994 5.571160 0.2 0.0 0.0
H -1.175223 -3.451827 2.174344 0.0 0.0 -0.1
H -0.858622 -1.714124 1.974971 -0.1 -0.1 0.0
H -1.988241 -2.247120 3.197088 0.1 0.0 0.2
H 4.033625 -0.711332 4.199802 0.0 0.0 0.1
H 3.067946 0.737721 3.854467 -0.1 0.0 0.0
H 3.423352 -0.386430 2.571350 0.0 0.0 0.0
H 1.760457 -1.454730 6.004419 0.0 -0.1 0.0
H 0.327133 -0.738350 5.223076 0.1 -0.2 -0.1
H 1.714138 0.244995 5.557557 0.2 0.0 -0.3
Cl 1.262558 0.696711 1.979345 -1.3 0.9 -2.0
Na -2.611741 -0.705869 -6.882455 0.9 -0.5 -1.4
```
Forces are in eV/Å.

The highest occupied orbital energy is -0.2904 hartree. For the total energy, the calculation gives -3181.4272 Ha. Its charge is +1. Its multiplicity is 1.

Mulliken population analysis, charges in e, atoms 1 to 8:
1 C 0.003
2 C -0.783
3 C -0.221
4 C 0.506
5 C 0.108
6 O -0.408
7 N 0.147
8 C -0.412



> The highest charge belongs to which entry?

C16H34BCl2N6NaO5PS